(1)
51
Properties=species:S:1:pos:R:3 method="wB97M-V/def2-TZVPD" spin_multiplicity=1 smiles="[H]/N=C/C[C@@]1(CCC(F)(F)C(F)(F)C(F)(F)C(F)(F)C(F)(F)C(F)(F)F)COS(=O)(=O)O1.CC(C)=O" relative_energy_kj_mol=0.00 orbital_gap_ev=10.685 energy_ha=-2708.57561
H 5.9636 -2.6460 3.0968
H 6.4648 0.4393 3.8111
C 0.7313 1.5717 -1.0212
H -0.5003 3.1387 -0.2649
F -3.8071 -0.4361 -2.4698
C -1.7251 2.0243 -1.5305
H 6.9964 0.9094 2.1839
F -5.1469 -0.1734 1.2693
C 6.7534 0.0675 2.8271
F -1.6201 3.1345 -2.3214
F -5.5989 -1.6342 -2.8213
F -6.2554 0.7739 -1.8664
O 0.1491 -3.0728 -1.6600
C -5.6828 -0.1253 -1.0377
O -1.0766 -1.5114 -3.0487
F -1.6133 0.9734 -2.3542
C -5.0014 0.5961 0.1697
F -4.0409 2.0978 -1.9569
H 2.5971 0.1723 0.7243
C -4.8087 -1.0868 -1.8770
H 1.5005 2.1321 -0.5053
C -3.1548 2.0958 -0.9518
F -3.2493 3.2904 -0.3240
F -3.1908 1.4712 1.3139
N 0.7787 -1.3680 2.5339
O 5.1127 -0.3956 1.1732
H 2.5545 -1.3073 -1.1053
H -0.8675 1.5861 0.4247
F -4.3190 -2.0624 -1.0856
F -5.6730 1.7580 0.3681
C 1.2210 -1.3282 1.3507
S -0.0201 -1.7391 -2.1349
C 1.5255 -0.0013 0.7395
C -0.6160 2.0909 -0.4996
H 2.7594 0.1949 -2.1066
H 1.0369 0.7464 1.3476
H 4.7943 -1.6381 3.9730
O -0.0698 -0.7919 -0.8544
C -3.5017 0.9820 0.0847
H 0.6216 -2.3292 2.8218
C 5.1457 -1.9331 2.9834
H 0.8184 1.8181 -2.0744
O 1.3300 -1.1481 -2.7052
F -2.7330 -0.1129 -0.1101
C 1.0411 0.1132 -0.7236
H 4.3302 -2.4077 2.4433
H 1.3852 -2.2394 0.7839
H 7.6339 -0.5673 2.9345
C 5.6195 -0.7209 2.2214
C 2.0778 -0.5074 -1.6618
F -6.6704 -0.8941 -0.5073

---

(2)
36
Properties=species:S:1:pos:R:3 method="wB97M-V/def2-TZVPD" spin_multiplicity=1 relative_energy_kj_mol=1506.55 orbital_gap_ev=9.235 energy_ha=-920.02790
H 5.1487 0.4035 0.9690
H 2.8524 -2.0573 -2.0460
C 0.8819 -2.3019 -1.1785
C 4.0590 0.2182 0.5990
C -4.8305 -0.0059 -0.0645
N 2.6058 -1.6437 -0.0695
C 3.9787 -1.0927 0.3765
C -3.8286 -0.8027 0.1374
N 2.3341 1.2745 -0.5533
H 3.9901 0.7188 -1.3125
O 2.0418 3.2310 0.4960
C -0.6637 1.0603 0.0786
N 0.5990 -2.1667 0.3085
H 1.8788 -1.7117 1.8875
H 3.4049 0.4066 1.5038
C -4.3426 1.6339 -0.2774
C -0.1277 2.1947 -0.0047
H -5.0762 2.3817 -0.4595
H 1.7425 0.3714 -0.9633
F -4.3213 -2.0491 0.3457
C 3.6364 0.9451 -0.5627
H 4.6340 -1.4854 -0.5968
H -0.1281 -0.0201 0.2377
C -2.1580 0.7778 0.1663
H -0.4876 3.2378 -0.2638
C 1.6149 2.2305 -0.0585
H 0.1178 -2.5866 -1.7065
H -2.6544 2.7221 -0.2908
H 4.3818 -1.8325 1.3201
C -3.1053 1.7106 -0.1083
C -2.5577 -0.4079 -0.0624
C 1.7030 -2.1103 0.7767
H -1.8824 -1.5161 0.3240
H 3.8460 2.0162 -0.0248
H -5.9250 -0.0802 -0.2057
C 2.1380 -1.9972 -1.0940

---

(3)
39
Properties=species:S:1:pos:R:3 method="wB97M-V/def2-TZVPD" spin_multiplicity=1 smiles="CCN(CC)C(=O)CSc1ncnc2c(-c3cccs3)nsc12" relative_energy_kj_mol=2.21 orbital_gap_ev=7.910 energy_ha=-2070.01125
C 0.6020 -2.1223 -4.9283
N 0.4382 -2.0668 -3.4755
H 1.1515 0.0854 -2.0052
C -1.4284 0.2905 0.6169
C 0.1885 4.7265 6.5038
H -1.4248 -1.6975 3.1829
C -1.0457 -1.5510 -1.3820
H 2.9001 -0.2984 -2.0090
H 0.3844 2.9525 7.7272
H 0.9361 -3.6322 -6.4395
C 1.9435 -0.3951 -2.5575
C 0.1438 3.3802 6.7429
H -0.3318 1.4722 5.6358
C -1.3475 -0.7520 2.6162
S -0.2024 5.0488 4.8197
C -0.5096 3.3418 4.4954
C 0.7377 -3.5840 -5.3631
S -1.0669 3.0916 0.6085
C -0.2828 2.5446 5.6103
C -1.1282 1.5080 2.6441
H -0.2247 -1.5981 -5.4591
H 2.0717 0.0872 -3.4858
H -1.7779 -2.2649 -0.9659
H -0.1475 -1.6587 -0.8139
N -1.4914 -0.8391 1.3220
H 1.5643 -4.0750 -4.8780
N -0.7475 3.8027 2.1282
H 1.4966 -1.5752 -5.2343
H -0.1824 -4.1436 -5.2340
H 1.6691 -2.4365 -1.7863
H 0.4010 5.4983 7.2698
C 1.6847 -1.9027 -2.7280
N -1.1486 0.3494 3.3310
S -1.6034 0.2086 -1.1160
C -0.8675 2.9169 3.1039
C -0.8267 -1.9004 -2.8789
O -1.8118 -1.9412 -3.5883
H 2.5195 -2.3540 -3.2953
C -1.2349 1.4833 1.2654

---

(4)
44
Properties=species:S:1:pos:R:3 method="wB97M-V/def2-TZVPD" spin_multiplicity=1 total_charge=+3 relative_energy_kj_mol=0.97 orbital_gap_ev="4.861 / 4.860" energy_ha=-5503.05379
S -2.2310 2.2719 -0.4623
H 0.2201 0.1425 3.1147
H 1.5765 4.7186 -1.1000
H 2.1813 3.2443 0.7925
Re -0.7801 0.9795 -1.6143
C -2.3701 1.4848 1.1153
S -2.6896 0.1583 -6.3035
As -2.5312 0.6953 -4.2445
N -0.8265 0.0923 0.3704
C 0.1831 -0.9381 3.1088
H 0.0637 -4.8067 3.1138
H 0.4340 -3.5632 5.2172
S 1.2260 2.3868 -1.1800
S -1.1623 2.2472 -3.4929
H -0.1858 -3.5934 0.9956
C 0.8229 -1.2857 -0.4863
C 0.0311 -1.6404 1.9050
H 3.2883 -3.2710 -1.6539
H 2.8770 -1.8505 -3.6760
C 0.0007 -3.0423 1.9103
H 1.9624 -2.8482 0.4084
C 0.3152 -3.0230 4.2872
H 1.2056 -0.0380 -3.5342
S -2.2093 -0.6589 -2.5853
H 0.9259 4.2186 -2.6657
H -3.8249 2.7958 1.7559
C 2.3141 -1.7066 -2.7636
H -0.1728 4.3695 -1.2495
C 1.7901 -2.2721 -0.4895
H -3.3505 1.5765 2.8863
H 0.5144 2.6733 1.1139
C 1.3756 -0.7050 -2.6991
C 0.3512 -1.6340 4.2899
H 0.5138 -1.0964 5.2138
N 0.6468 -0.4978 -1.5755
C 1.4521 2.4567 0.6056
H 1.8675 1.5038 0.9287
S -4.3815 1.0400 -5.2446
C 2.5334 -2.4947 -1.6384
N -3.2332 2.0127 1.9830
C 0.1226 -3.7269 3.1037
C 0.8253 4.0978 -1.5882
C -0.0391 -0.9403 0.6373
N -1.6329 0.4670 1.3895

---

(5)
48
Properties=species:S:1:pos:R:3 method="wB97M-V/def2-TZVPD" spin_multiplicity=4 orbital_gap_ev="8.459 / 6.319" energy_ha=-4320.28958
C -3.4209 2.8653 -0.1937
C 0.9786 2.5306 -3.4942
H 0.1723 7.6901 -0.2554
S 3.4728 -3.3634 -1.7988
N -1.6203 1.5381 -0.1574
H 0.0569 5.1725 0.8025
C 2.3052 3.3765 0.5216
Cl -0.9204 0.1131 2.6871
B 0.2155 3.0762 -1.0277
S 2.7945 -0.7102 -0.8534
C 0.4563 0.4023 -3.4595
H -1.8007 -3.3893 -0.5914
H -0.8477 -2.1826 3.2032
N -1.2372 2.7750 -0.5414
C 0.2409 6.7439 -0.7690
N 0.4517 5.2161 -2.4234
C -1.8576 -2.8866 0.3740
H 0.2992 -0.6411 -3.6773
H -4.4376 3.2147 -0.1149
Tm -0.0871 -0.2854 -0.1779
Cl 1.0622 -1.8272 1.8622
H -2.8805 -3.0079 0.7474
N 1.2352 2.6812 0.0985
H -3.4502 0.6911 0.3794
C -2.9295 1.5821 0.0605
C 0.9752 1.4002 -4.2817
C 2.3067 -2.2021 -1.4547
C -2.3101 3.5868 -0.5828
H 0.4277 -1.2484 4.0539
S 0.6795 -2.5812 -1.7039
C -0.1114 -1.3931 3.1291
H 0.5004 7.2262 -2.9519
C 0.1882 5.4903 -0.2217
H 1.2725 3.5430 -3.7044
H -1.1899 -3.4293 1.0520
H 1.3011 1.3087 -5.3048
H 2.3082 0.6582 2.2938
N 1.1410 1.5161 0.7809
N 0.3202 4.5855 -1.2310
C 2.9289 2.6564 1.5185
H -2.2250 4.6192 -0.8855
N 0.1619 0.8801 -2.2547
H 3.8139 2.9201 2.0729
C 0.4098 6.5077 -2.1500
H 2.5633 4.3288 0.0875
O -1.5104 -1.5311 0.2775
C 2.1560 1.5030 1.6418
N 0.4837 2.2078 -2.2828

---

(6)
35
Properties=species:S:1:pos:R:3 method="wB97M-V/def2-TZVPD" spin_multiplicity=1 smiles="C=CC[C@@H]1Cc2c(Br)ccc(Br)c2[C@@H](CC=C)N1" relative_energy_kj_mol=0.00 orbital_gap_ev=9.203 energy_ha=-5784.50485
H -1.6070 -0.8100 -2.7899
H 1.0124 2.0819 3.5252
H 0.8379 2.7626 0.9681
C 0.7985 -1.7706 -1.7233
H 3.4609 1.0404 2.1202
C 0.8119 -2.5755 0.9367
C 0.9863 1.7302 1.3296
H 0.3723 -0.4798 2.5644
C -1.9047 -0.1521 -1.9541
H -1.4406 2.5505 -2.7499
Br 0.7279 -3.2078 2.7600
C 1.4211 -3.3589 -0.0391
C -2.8208 0.9377 -2.4867
C 1.5779 1.7636 2.6973
H 0.0036 0.9636 -1.8131
H 1.8552 -4.3050 0.2663
H 1.9142 -3.5723 -2.1318
C -0.2996 -0.4784 1.7136
H -3.8697 0.6904 -2.6101
C 2.8728 1.3736 2.9417
C 0.2625 -1.3496 0.6009
N -1.0640 1.1115 -0.0117
H -3.1729 2.9330 -3.1876
Br 1.0246 -1.2023 -3.5335
H -0.9963 1.4678 2.0632
C 1.4207 -2.9600 -1.4028
C -0.6240 0.2924 -1.1812
C -2.4660 2.2385 -2.8421
H -2.5095 -0.7130 -1.2164
C -0.3653 1.0031 1.3169
H 1.6690 1.2714 0.5940
H -2.0862 1.0691 0.0844
H -1.2908 -0.8442 1.9937
H 3.3185 1.4535 3.9406
C 0.1693 -0.9554 -0.7435

---

(7)
51
Properties=species:S:1:pos:R:3 method="wB97M-V/def2-TZVPD" spin_multiplicity=3 total_charge=+2 relative_energy_kj_mol=30.05 orbital_gap_ev="8.450 / 8.833" energy_ha=-3890.96024
C 0.2979 -1.7108 -1.2069
N 3.8723 -3.5438 -4.0563
N -1.3015 1.9602 -3.4070
H -2.3677 0.2891 0.3579
N -1.8292 3.9603 -2.4058
N -0.8753 1.1232 1.5718
Cl 2.0416 1.3928 6.1832
O -1.5265 -1.1679 2.5261
H -1.3761 0.9533 -3.4838
O 4.2476 -2.4399 1.7961
H -4.8026 2.1932 -0.8347
H -0.6780 2.4255 -4.0455
C 2.0932 -2.7069 -2.5793
C 1.6433 -2.3306 -1.3161
H -4.0541 3.7967 0.8864
H 5.2577 -3.6800 -1.7691
C 2.2546 -0.2745 5.6642
H 1.4556 -2.6299 -3.4481
C 3.7683 -2.9223 -0.4035
H 2.1908 -2.2123 0.7857
C -3.3467 3.0848 0.4577
H -2.5373 4.5445 -1.9920
H -0.5313 1.7480 0.8468
H -2.3893 3.6121 0.3922
C 3.3799 -3.1853 -2.7036
C -3.3063 1.9128 1.4607
C -2.3205 0.7575 1.3422
Cl 1.3279 -1.3889 6.6512
O -0.4652 -1.5782 -2.1228
N -3.0226 2.0536 -1.8668
C 2.4882 -2.4505 -0.2246
H -0.8126 1.6433 2.4469
H -3.1821 2.3341 2.4621
O 3.1886 -3.1967 -4.9939
H -1.1849 4.4287 -3.0227
C 1.6850 -0.3670 4.2910
H -3.2815 1.1191 -2.1442
V 0.0289 -0.7761 1.7146
C -2.6203 -0.3663 2.3391
H -4.1991 3.7061 -1.4455
H -4.2931 1.4441 1.4518
N 1.2873 -0.4523 3.2185
O -0.0305 -1.2802 0.0293
O 4.9005 -4.1725 -4.1128
O 5.7037 -3.5527 0.6587
Cl 3.9325 -0.7214 5.5483
O -3.6609 -0.5341 2.8773
C 4.2522 -3.3049 -1.6379
C -2.0632 2.6521 -2.5754
C -3.8952 2.7864 -0.9416
N 4.6557 -2.9755 0.7802

---

(8)
39
Properties=species:S:1:pos:R:3 method="wB97M-V/def2-TZVPD" spin_multiplicity=1 total_charge=-1 orbital_gap_ev=5.805 energy_ha=-1403.34501
H 1.3578 0.5025 1.9298
H 5.9719 -0.0767 2.3279
H 0.2375 1.7908 3.5545
C -2.5038 -1.5856 1.1640
C 4.9313 2.1959 3.2159
O 5.0987 -1.0207 3.8322
P 1.2605 0.8174 3.3359
H -2.3488 -2.6229 1.4327
C -1.9912 -0.5801 1.9706
H -3.9658 0.3202 -1.2319
C -2.9146 1.0784 0.4776
C -3.4169 0.0691 -0.3325
C -1.6246 -2.5555 -5.6338
C -1.8816 -0.2453 -4.1498
C -1.6656 -1.4457 -3.5002
O 5.4383 1.1240 4.0325
F -2.0072 0.8812 -3.4285
H 5.3225 2.1439 2.1775
H -3.6090 -2.0509 -0.6182
H -1.5238 -3.4625 -6.2173
C -2.2068 0.7386 1.6161
H -1.3805 -3.5548 -3.7489
C -1.8366 -1.3407 -6.2732
H -1.5950 -1.4669 -2.4196
H -1.8973 -1.2994 -7.3534
C 3.3471 2.3157 3.2221
H 3.1289 3.2878 3.7368
N 2.7085 1.2435 3.9681
H 3.0175 2.4046 2.1557
C -1.9713 -0.1776 -5.5275
O 0.7615 -0.4289 4.0349
H -2.1446 0.7775 -6.0070
H 5.3495 3.1257 3.6465
C -1.5418 -2.6078 -4.2481
H -3.0684 2.1217 0.2322
C -3.2138 -1.2619 0.0120
F -1.7128 1.7056 2.4010
H -1.4241 -0.8088 2.8694
C 5.5146 -0.0515 3.3439